Record 1
DFT (ωB97M-V/def2-TZVPD) results for a 3-piece molecular cluster, C25H56NO4 overall at a distorted geometry.

```
! RIJCOSX wB97M-V def2-TZVPD def2/J DEFGRID3
* xyz 1 1
C 2.759 -1.193 -0.465
C 2.253 -0.009 0.360
C 0.748 0.187 0.288
C 0.243 0.663 -1.072
C -1.267 0.431 -1.247
C -2.031 1.579 -1.898
C -1.884 2.944 -1.243
C -2.062 2.992 0.270
C -3.339 2.329 0.809
C -3.023 1.391 1.957
C -4.185 0.627 2.580
C -5.242 0.085 1.626
C -4.780 -1.151 0.863
N -4.467 -0.927 -0.586
C -4.335 -2.240 -1.343
C -4.043 -1.732 -2.742
C -5.063 -0.565 -2.874
C -5.444 -0.204 -1.419
H 2.816 -2.092 0.141
H 2.144 -1.393 -1.337
H 3.767 -0.997 -0.818
H 2.789 0.895 0.085
H 2.499 -0.218 1.400
H 0.464 0.928 1.035
H 0.261 -0.756 0.536
H 0.757 0.080 -1.831
H 0.519 1.697 -1.249
H -1.696 0.177 -0.276
H -1.395 -0.445 -1.883
H -3.087 1.314 -1.975
H -1.675 1.662 -2.925
H -2.617 3.613 -1.694
H -0.916 3.373 -1.483
H -1.203 2.548 0.770
H -2.065 4.040 0.555
H -3.885 1.844 -0.001
H -3.998 3.109 1.188
H -2.588 2.003 2.744
H -2.235 0.693 1.681
H -4.685 1.211 3.346
H -3.760 -0.240 3.084
H -5.610 0.849 0.946
H -6.101 -0.199 2.226
H -3.867 -1.522 1.319
H -5.507 -1.953 0.914
H -3.536 -0.512 -0.663
H -5.337 -2.655 -1.348
H -3.607 -2.894 -0.887
H -4.239 -2.468 -3.507
H -3.020 -1.369 -2.758
H -4.651 0.276 -3.411
H -5.944 -0.970 -3.354
H -5.393 0.867 -1.256
H -6.452 -0.495 -1.152
C 4.773 -3.411 6.217
O 4.096 -4.223 5.273
C 2.741 -3.867 5.075
C 2.547 -3.039 3.824
O 3.193 -1.780 3.904
C 4.448 -1.743 3.249
H 5.839 -3.596 6.099
H 4.576 -2.350 6.051
H 4.480 -3.677 7.237
H 2.353 -3.328 5.946
H 2.171 -4.796 4.971
H 1.476 -2.848 3.693
H 2.902 -3.595 2.951
H 4.310 -1.681 2.163
H 5.057 -2.619 3.482
H 4.972 -0.850 3.587
C 5.407 3.609 -3.383
O 5.443 2.469 -4.225
C 5.466 1.239 -3.525
C 4.102 0.588 -3.474
O 3.164 1.361 -2.737
C 2.316 2.141 -3.558
H 5.133 4.461 -4.001
H 4.672 3.497 -2.583
H 6.392 3.796 -2.943
H 5.854 1.380 -2.511
H 6.150 0.571 -4.058
H 4.191 -0.381 -2.975
H 3.734 0.413 -4.490
H 1.539 1.512 -4.011
H 2.873 2.649 -4.347
H 1.840 2.890 -2.926
*
```

As for the LUMO energy: -0.083 Eh.

***

Record 2
DFT (ωB97M-V/def2-TZVPD) results for a single C4H7NO2 molecule.

```
! RIJCOSX wB97M-V def2-TZVPD def2/J DEFGRID3
* xyz 0 1
O -1.646 -0.588 -1.721
N -0.229 -0.601 -1.760
C 0.194 -0.281 -0.609
C 1.548 0.006 -0.011
C 0.798 0.633 1.204
C -0.499 -0.054 0.697
O -1.663 0.709 0.732
H -1.891 -1.023 -2.541
H 2.158 0.667 -0.624
H 2.134 -0.880 0.245
H 0.741 1.729 1.125
H 1.154 0.371 2.205
H -0.605 -1.080 1.074
H -2.193 0.392 -0.015
*
```

As for the LUMO energy: 0.029 Eh. The structure (SMILES) is O/N=C1/CC[C@H]1O. The value obtained for the energy above the lowest of the compared OMol25 structures with the same formula, charge and spin is 77.3 kcal per mole.

***

Record 3
DFT (ωB97M-V/def2-TZVPD) results for C7H8O as an isolated structure at a distorted geometry.

```
! RIJCOSX wB97M-V def2-TZVPD def2/J DEFGRID3
* xyz 0 1
C -0.374 -0.375 -1.746
C -1.278 -1.146 -0.699
C -1.013 -1.058 0.628
C -0.284 0.269 1.147
C 0.525 0.265 -0.689
C 1.771 0.706 0.099
C 1.285 0.445 1.334
H -1.031 0.333 -2.313
H 0.203 -1.050 -2.356
H -1.961 -1.908 -1.045
H -1.578 -1.717 1.311
H -0.817 0.635 2.040
H 0.574 -0.787 -0.252
H 2.811 0.832 -0.196
H 1.792 0.273 2.291
O -0.474 1.094 0.010
*
```

As for the LUMO energy: 0.039 Eh. The value obtained for the energy above the lowest of the compared OMol25 structures with the same formula, charge and spin is 151.0 kcal per mole.

***

Record 4
DFT (ωB97M-V/def2-TZVPD) results for C26H22ClMnN4O8S2 as an isolated structure at a distorted geometry.

```
! RIJCOSX wB97M-V def2-TZVPD def2/J DEFGRID3
* xyz 0 5
Mn -0.513 1.180 -0.061
O -5.944 -0.890 -0.419
C -5.198 -1.981 -0.484
O -5.677 -3.079 -0.581
C -3.709 -1.787 -0.448
C -2.771 -2.785 -0.611
Cl -3.055 -4.452 -0.700
N -1.531 -2.240 -0.577
N -1.628 -0.897 -0.385
C -2.926 -0.635 -0.302
C -3.308 0.775 0.013
O -4.462 1.152 -0.050
O -2.310 1.511 0.365
C -0.255 -2.889 -0.770
C -0.172 -4.083 -1.475
C 1.061 -4.687 -1.661
C 2.214 -4.111 -1.158
C 2.121 -2.916 -0.461
C 0.893 -2.305 -0.264
H -5.409 -0.061 -0.307
H -1.045 -4.543 -1.907
H 1.111 -5.615 -2.216
H 3.175 -4.586 -1.311
H 3.009 -2.453 -0.058
H 0.846 -1.387 0.297
S -0.024 3.491 0.757
C -0.405 3.813 -0.912
C -0.403 5.085 -1.491
C -0.689 5.191 -2.836
C -0.972 4.049 -3.584
C -0.965 2.836 -2.939
N -0.686 2.731 -1.636
H -0.173 5.948 -0.883
H -0.688 6.165 -3.311
H -1.182 4.103 -4.643
H -1.183 1.913 -3.461
C -1.902 -1.558 2.546
C -0.625 -0.760 2.619
C -0.640 0.629 2.484
C 0.532 1.362 2.550
C 1.740 0.699 2.723
C 1.778 -0.677 2.903
C 0.591 -1.396 2.854
S 3.232 1.632 2.647
O 3.005 2.945 3.175
O 4.287 0.801 3.156
N 3.346 1.796 1.041
C 3.846 0.658 0.274
C 3.476 0.749 -1.183
C 1.991 0.794 -1.459
O 1.552 0.753 -2.584
O 1.274 0.842 -0.344
H -2.723 -0.962 2.148
H -2.195 -1.905 3.540
H -1.773 -2.443 1.919
H -1.590 1.143 2.387
H 0.523 2.446 2.525
H 2.727 -1.161 3.096
H 0.610 -2.472 2.985
H 3.669 2.716 0.768
H 3.400 -0.241 0.690
H 4.927 0.555 0.382
H 3.861 -0.124 -1.713
H 3.935 1.620 -1.658
*
```

As for the LUMO energy (alpha / beta): -0.088 / -0.028 Eh. The expectation value of S² is 6.160. The value obtained for the energy above the lowest of the compared OMol25 structures with the same formula, charge and spin is 19.8 kcal per mole.

***

Record 5
DFT (ωB97M-V/def2-TZVPD) results for a 3-piece molecular cluster, C3F4NO4 overall at a distorted geometry.

```
! RIJCOSX wB97M-V def2-TZVPD def2/J DEFGRID3
* xyz -1 1
C 2.539 1.475 -0.045
C -1.689 -0.562 -0.768
C -1.311 0.694 -0.146
N 0.264 -2.128 0.066
O 2.459 0.813 -0.962
O 2.712 2.114 0.886
O 1.232 -1.726 0.652
O -0.125 -3.257 -0.084
F -2.528 -1.030 0.304
F -2.156 1.633 -0.681
F -1.333 0.839 1.254
F -0.065 1.137 -0.474
*
```

As for the LUMO energy (alpha / beta): 0.119 / 0.113 Eh. The value obtained for the energy above the lowest of the compared OMol25 structures with the same formula, charge and spin is 34.6 kcal per mole.

***

Values of total energy, in order: -1341.54079; -361.75762; -346.53486; -4232.59613; -869.39252, all in a.u..